# 1
Entry from the Open Molecules 2025 dataset: a cluster of 3 separate species, C34H25BNO6 in total (ωB97M-V/def2-TZVPD).

Geometry as XYZ:
```
67
Properties=species:S:1:pos:R:3:forces:R:3
O 5.0786 5.8834 3.0385 -0.589 -0.098 -0.335
B 5.2005 5.3924 1.7755 0.915 -0.039 -0.063
O 6.4310 4.8484 1.4402 -0.786 -0.101 0.392
C 4.0642 5.4442 0.6348 -0.692 -0.295 0.279
C 2.6525 5.1905 1.1170 0.595 -0.780 -0.168
C 2.2303 3.8862 1.4268 -0.167 0.307 0.082
C 0.9191 3.6641 1.8289 0.737 -0.827 0.005
C 0.0432 4.7090 1.9169 -0.606 -0.517 0.367
N 0.4646 5.9436 1.6387 -0.516 -0.197 0.035
C 1.7201 6.1850 1.2455 0.396 1.155 -0.263
H 4.1802 6.1563 3.2581 0.197 0.221 0.095
H 6.3382 3.8918 1.3411 0.430 0.122 -0.345
H 4.1006 6.4102 0.1129 0.197 -0.224 0.065
H 4.2988 4.6477 -0.0859 0.028 0.371 0.020
H 2.9254 3.0506 1.3448 -0.138 0.180 0.024
H 0.6044 2.6531 2.0756 -0.125 0.258 -0.083
H -0.9830 4.5231 2.2239 0.134 0.483 -0.107
H -0.2168 6.6946 1.6998 0.268 0.073 -0.039
H 1.9831 7.2147 1.0107 -0.258 -0.152 0.094
C 2.9541 -4.4277 -3.3120 0.034 0.054 0.047
C 3.9693 -3.9495 -2.4898 -0.070 0.001 -0.029
C 3.8306 -2.7275 -1.8526 0.125 -0.114 0.008
C 2.6801 -1.9721 -2.0441 -0.124 -0.011 -0.100
C 1.6696 -2.4424 -2.8896 0.087 0.103 0.120
C 1.8073 -3.6763 -3.5122 0.049 -0.146 -0.065
C 0.4518 -1.6281 -3.1459 -0.206 -0.281 -0.245
O -0.4288 -2.0341 -3.8738 -0.015 0.103 0.033
C 0.3392 -0.2932 -2.4916 0.034 0.116 0.060
C -0.7629 0.5122 -2.7586 -0.111 0.164 0.005
C -0.8852 1.7478 -2.1451 0.034 -0.042 0.031
C 0.0923 2.1782 -1.2536 -0.048 -0.041 -0.049
C 1.1925 1.3831 -0.9910 -0.129 0.267 0.081
C 1.3259 0.1510 -1.6139 -0.059 -0.111 -0.079
C 2.5351 -0.6732 -1.3418 0.381 -0.025 0.227
O 3.3834 -0.2808 -0.5630 -0.083 0.084 -0.014
H 3.0612 -5.3870 -3.8015 -0.005 0.017 0.008
H 4.8690 -4.5334 -2.3451 -0.020 0.006 0.005
H 4.6186 -2.3595 -1.2093 -0.092 0.086 0.024
H 1.0213 -4.0475 -4.1561 -0.045 0.121 0.024
H -1.5255 0.1772 -3.4477 0.110 -0.144 -0.012
H -1.7422 2.3746 -2.3572 0.011 -0.022 -0.004
H -0.0051 3.1417 -0.7673 -0.027 0.014 -0.055
H 1.9551 1.7203 -0.3021 0.106 -0.170 -0.068
C -3.9222 -3.2177 4.7923 0.013 -0.039 -0.041
C -3.7205 -4.5452 4.4273 0.002 0.073 -0.021
C -3.5454 -4.8809 3.0949 0.006 -0.100 0.156
C -3.5828 -3.8925 2.1193 -0.044 0.153 0.029
C -3.8087 -2.5627 2.4832 0.024 -0.112 -0.055
C -3.9669 -2.2291 3.8233 -0.014 -0.018 0.174
C -3.9000 -1.4976 1.4490 -0.076 0.336 0.114
O -4.0907 -0.3383 1.7647 0.073 -0.023 -0.019
C -3.7599 -1.8819 0.0190 0.014 -0.130 -0.003
C -3.8989 -0.9112 -0.9652 0.015 0.130 -0.186
C -3.7560 -1.2522 -2.2997 0.020 -0.069 0.049
C -3.4643 -2.5639 -2.6593 -0.020 0.023 0.011
C -3.3315 -3.5375 -1.6830 0.006 0.023 -0.159
C -3.4875 -3.2029 -0.3428 -0.007 0.136 0.019
C -3.3752 -4.2656 0.6934 0.061 -0.385 -0.081
O -3.1248 -5.4108 0.3822 0.002 0.053 0.004
H -4.0502 -2.9567 5.8351 -0.005 -0.006 -0.018
H -3.6982 -5.3178 5.1851 0.004 0.012 -0.014
H -3.3835 -5.9126 2.8125 0.019 0.062 -0.126
H -4.1295 -1.1981 4.1077 -0.022 0.010 -0.136
H -4.1220 0.1109 -0.6881 0.002 -0.060 0.135
H -3.8691 -0.4939 -3.0646 -0.039 -0.027 0.001
H -3.3445 -2.8255 -3.7023 0.028 0.007 0.023
H -3.1095 -4.5588 -1.9626 -0.023 -0.018 0.137
```
Forces are in eV/Å.

The HOMO energy is -11.27 eV. Its net charge is +1. The total energy comes out at -1841.606931 Eh. As for the frontier orbital gap: 6.58 eV.



# 2
Entry from the Open Molecules 2025 dataset: a structure of composition C34H25GdN7O5 (ωB97M-V/def2-TZVPD).

Geometry as XYZ:
```
72
Properties=species:S:1:pos:R:3:forces:R:3
Gd -1.3366 0.0536 0.9757 1.168 -0.344 -0.223
C -2.4302 -3.8893 -3.7982 -1.641 2.105 1.853
O -0.8265 -2.0104 0.1520 0.448 -0.082 1.251
C 0.1434 -2.7572 0.7206 -0.213 2.163 0.998
C 0.5110 -3.9533 0.2108 0.463 -1.830 -1.605
C 1.6280 -4.6430 0.6854 -0.130 -1.174 -1.451
C 2.4421 -4.1649 1.6674 0.478 -0.895 0.679
C 2.0548 -2.9856 2.2542 1.412 0.519 0.847
C 0.9517 -2.3035 1.8293 -1.217 1.316 -1.139
N 0.6746 -0.9635 2.2510 0.970 0.114 1.586
N 1.5386 -0.5422 3.1146 -0.844 -0.479 -1.144
C 1.4911 0.7064 3.6445 -0.800 0.081 0.754
C 0.3125 1.5678 3.4847 1.876 -1.331 -1.179
O -0.6784 1.3103 2.7187 -0.335 -0.607 0.045
C 0.3549 2.8513 4.0287 -0.135 0.786 0.148
C 1.4115 3.2233 4.7662 -0.558 0.788 0.194
C 2.5061 2.3777 5.0560 0.724 0.983 0.721
C 3.5303 2.9671 5.8314 0.332 1.239 0.222
C 4.6966 2.3206 6.1289 -0.792 0.601 0.265
C 4.8013 1.0426 5.6582 0.839 -2.722 -0.595
C 3.8561 0.3957 4.9071 -2.058 0.647 -0.993
C 2.6149 1.0925 4.5423 0.029 -0.791 -0.609
H -2.0498 -4.8546 -3.9987 0.546 -0.928 0.120
H -2.7387 -3.3913 -4.7010 0.091 -0.118 -0.627
H -3.3610 -3.8997 -3.1989 0.096 -0.803 -0.291
H 0.0117 -4.2894 -0.7050 0.005 -0.040 0.454
H 1.9483 -5.5649 0.1770 -0.425 0.341 0.156
H 3.3241 -4.7644 1.9769 -0.627 0.759 -0.138
H 2.7157 -2.4834 2.9688 -0.477 -0.295 -0.103
H -0.4499 3.4911 3.6767 0.115 0.184 0.500
H 1.4503 4.2282 5.1687 0.040 0.074 -0.031
H 3.4050 4.0317 6.1074 -0.029 -0.747 0.018
H 5.4887 2.6927 6.7453 0.155 0.588 0.119
H 5.6918 0.4358 5.8607 -0.157 0.401 0.095
H 4.0375 -0.6128 4.5569 -0.104 0.077 -0.021
N -1.5304 -3.0354 -3.0067 0.802 1.603 -2.013
C -1.5928 -1.7549 -3.2693 -1.251 -2.062 0.225
C -2.8628 -1.0848 -3.8104 -0.018 -1.698 -0.276
C -3.6977 -0.6773 -2.8069 -1.405 1.466 0.842
C -4.9377 -0.0162 -3.0972 1.404 -0.903 0.953
C -5.3071 0.1031 -4.4091 0.348 0.214 0.035
C -4.5045 -0.3887 -5.4280 0.056 -0.314 -0.394
C -3.3540 -1.0797 -5.1347 1.984 0.770 0.108
C -0.4736 -0.8863 -2.9564 0.922 0.868 0.502
C 0.7088 -1.4408 -2.4832 0.748 -1.957 0.104
C 1.9355 -0.8147 -2.5594 -0.355 1.082 -0.106
C 1.9685 0.5197 -2.9950 -0.695 0.478 -0.487
C 0.7613 1.1840 -3.3046 0.261 -0.225 -0.163
C -0.4430 0.4654 -3.2879 -0.466 0.632 -0.470
H -3.3720 -0.7759 -1.7639 -0.229 0.103 -0.405
H -5.5248 0.4003 -2.2724 0.156 -0.281 -0.341
H -6.1745 0.6516 -4.6542 -0.939 0.489 -0.285
H -4.7403 -0.1851 -6.4653 -0.246 -0.209 0.013
H -2.6531 -1.4079 -5.9192 -0.616 0.086 0.218
H 0.6821 -2.4934 -2.1372 -0.057 0.820 -0.326
H 2.8402 -1.3124 -2.2265 -0.152 0.040 -0.053
H 2.9019 1.0787 -3.0963 -0.203 -0.280 0.179
H 0.7283 2.2508 -3.6193 0.245 -0.936 0.354
H -1.3795 0.9632 -3.6006 0.641 -0.259 0.176
N -1.0007 4.2652 -0.6068 -0.870 -0.044 0.000
C -0.4634 3.0514 -0.4413 0.670 -1.651 -0.199
O -1.1854 2.0032 -0.3533 -0.207 0.694 0.102
C 0.9655 2.9455 -0.4422 -1.288 0.260 0.231
C 1.5224 1.6921 -0.2383 0.441 -3.033 0.781
N 1.7928 0.5601 -0.0548 -0.362 2.462 -0.045
C 1.6445 4.1444 -0.4974 1.361 1.596 -0.265
N 2.0917 5.2152 -0.5851 -0.245 -0.641 0.109
H -1.9828 4.3894 -0.6686 -0.653 -0.346 0.078
H -0.4722 5.0985 -0.5927 0.861 0.533 -0.034
O -5.1838 0.0803 0.7341 1.246 -0.337 -0.576
N -3.9712 -0.1246 0.7203 -1.918 0.600 -0.179
O -3.4576 -0.2991 1.8657 0.784 -0.201 0.732
```
Forces are in eV/Å.

The HOMO energy (spin up / spin down) is -4.95 / -4.90 eV. Its net charge is -1. The total energy comes out at -2835.838510 Eh. Its spin multiplicity is 8. As for the frontier orbital gap (spin up / spin down): 6.76 / 4.32 eV.



# 3
Entry from the Open Molecules 2025 dataset: a structure of composition C34H25IN9O2RhS (ωB97M-V/def2-TZVPD).

Geometry as XYZ:
```
73
Properties=species:S:1:pos:R:3:forces:R:3
Rh 0.8671 0.1221 0.1584 0.749 -0.300 0.225
C 0.8729 3.4866 2.9641 0.010 0.010 0.006
C 1.3236 2.5807 2.0084 0.062 -0.040 0.028
N 0.5433 1.5957 1.5884 -0.177 0.019 -0.044
C -0.7000 1.5028 2.1155 -0.020 0.024 -0.043
C -1.1172 2.4184 3.0681 0.019 0.004 0.010
N -0.3366 3.4052 3.4919 -0.006 -0.015 -0.016
C -1.5423 0.4023 1.6027 -0.010 -0.031 -0.042
C -2.8350 0.0958 1.9800 0.006 0.029 0.045
C -3.4913 -0.9840 1.3828 0.050 0.003 -0.020
C -2.8122 -1.7263 0.4126 -0.022 -0.014 -0.051
C -1.5200 -1.3807 0.0710 -0.016 0.035 0.049
N -0.9323 -0.3434 0.6768 -0.240 -0.019 -0.013
C -0.6596 -2.0188 -0.9433 -0.002 0.019 -0.043
C -1.0232 -3.0959 -1.7331 0.007 0.001 -0.013
N -0.2047 -3.6051 -2.6473 -0.010 0.003 0.010
C 0.9788 -3.0332 -2.7954 0.024 0.005 -0.016
C 1.3757 -1.9436 -2.0241 0.006 -0.001 0.016
N 0.5597 -1.4586 -1.1007 0.105 -0.014 0.033
C -4.8747 -1.3303 1.7657 -0.044 -0.009 0.015
C -5.7941 -0.3402 2.0943 -0.008 0.024 -0.029
C -7.0830 -0.7187 2.4410 -0.011 -0.008 0.004
N -7.4860 -1.9838 2.4880 0.015 0.003 -0.004
C -6.6030 -2.9270 2.1783 -0.016 0.002 0.003
C -5.2944 -2.6554 1.8067 0.020 -0.019 0.023
H 1.5152 4.2903 3.3011 -0.002 0.000 0.002
H 2.3173 2.6527 1.5905 -0.009 -0.009 -0.002
H -2.1064 2.3585 3.5035 -0.002 0.003 0.001
H -3.3326 0.6707 2.7476 -0.015 -0.008 -0.009
H -3.3098 -2.5443 -0.0882 -0.007 0.002 0.014
H -1.9956 -3.5615 -1.6333 -0.002 0.001 0.002
H 1.6400 -3.4369 -3.5515 -0.001 -0.002 0.001
H 2.3226 -1.4418 -2.1581 -0.020 -0.014 -0.020
H -5.5417 0.7114 2.0463 0.009 -0.010 0.003
H -7.8242 0.0317 2.6888 0.000 0.000 -0.002
H -6.9543 -3.9506 2.2312 0.001 0.001 0.002
H -4.6187 -3.4742 1.5947 0.001 0.012 -0.007
C 2.8393 -4.1873 2.3124 -0.009 0.004 0.006
N 3.5913 -3.0959 1.6961 0.046 0.009 0.018
C 4.9051 -3.1682 1.2700 0.011 0.011 0.000
C 5.2290 -1.9685 0.7587 0.035 -0.014 0.010
N 4.1037 -1.1566 0.8881 -0.064 0.058 -0.087
C 3.1077 -1.8702 1.4583 -0.075 -0.033 -0.020
S 1.5421 -1.3501 1.8869 -0.073 0.053 0.061
C 4.0866 0.2146 0.5043 0.138 -0.222 0.015
C 5.2185 0.9636 0.7709 0.002 0.053 -0.097
C 5.3047 2.2435 0.2444 -0.022 -0.037 0.001
C 4.2588 2.7119 -0.5324 0.039 -0.020 -0.013
C 3.1463 1.9095 -0.7009 -0.053 0.108 -0.152
N 3.0357 0.6789 -0.1734 -0.747 0.240 -0.023
H 3.5302 -4.9982 2.5209 -0.004 -0.005 -0.008
H 2.0615 -4.5305 1.6332 -0.008 0.010 0.003
H 2.3898 -3.8477 3.2419 0.009 -0.003 0.005
H 5.4844 -4.0699 1.3610 0.000 0.000 -0.002
H 6.1333 -1.6204 0.2937 0.001 -0.004 -0.001
H 6.0153 0.5451 1.3687 0.000 -0.001 0.002
H 6.1802 2.8513 0.4288 0.001 0.002 0.005
H 4.2894 3.6858 -0.9995 -0.002 0.001 0.001
H 2.3053 2.2379 -1.2964 0.094 0.014 0.137
I -2.9566 5.1027 -6.3326 -0.001 0.000 0.000
C -1.8825 3.8905 -5.0292 0.003 0.000 -0.008
C -2.3063 3.7505 -3.7128 -0.004 0.000 0.015
C -1.5894 2.9432 -2.8466 0.026 -0.006 -0.018
C -0.4512 2.2740 -3.2906 -0.031 0.003 0.032
C -0.0354 2.4213 -4.6107 -0.008 -0.008 0.011
C -0.7474 3.2280 -5.4812 0.003 0.004 -0.005
C 0.3399 1.3942 -2.3868 -0.221 -0.062 -0.178
O -0.1061 1.3219 -1.1550 0.323 0.180 0.149
O 1.3310 0.7844 -2.7686 0.137 -0.014 0.011
H -3.1900 4.2702 -3.3696 0.002 -0.001 0.000
H -1.9121 2.8309 -1.8209 -0.005 0.001 0.008
H 0.8483 1.8971 -4.9478 0.007 -0.006 0.000
H -0.4238 3.3416 -6.5063 0.002 -0.002 0.000
```
Forces are in eV/Å.

The HOMO energy is -12.30 eV. Its net charge is +2. The total energy comes out at -2759.990014 Eh. As for the frontier orbital gap: 5.68 eV.